18
Properties=species:S:1:pos:R:3 method="wB97M-V/def2-TZVPD" lumo_ev=-4.2 orbital_gap_ev=3.272 homo_ev=-7.457 energy_ev=-28491.642
N 2.010 -0.745 1.088
C 0.819 -0.360 0.437
C 1.046 0.104 -1.026
S -1.691 1.742 0.630
S -2.457 -0.058 0.267
C -4.144 0.179 -0.174
H 2.088 -1.719 1.361
H 2.972 -0.338 0.704
H 0.479 0.551 0.996
H 0.003 -1.083 0.522
H 2.063 0.515 -1.060
H 1.048 -0.688 -1.775
H -4.677 0.387 0.757
H -4.463 -0.742 -0.655
H -4.270 1.046 -0.818
H 4.921 0.230 0.124
H 0.256 0.817 -1.289
O 3.995 0.159 -0.090